i:
174
Properties=species:S:1:pos:R:3:mulliken_charge:R:1 method="wB97M-V/def2-TZVPD" lumo_ha=0.0189 homo_ev=-8.71 smiles=COC[C@H](C)N.COC[C@H](C)N.COC[C@H](C)N.COC[C@H](C)N.COC[C@H](C)N.COC[C@H](C)N.COCCNCCOC.COCCNCCOC.COCCNCCOC homo_lumo_gap_ha=0.3391
C -11.38266 0.65340 10.92530 -0.711
O -11.91922 0.02095 12.07635 -0.346
C -13.13760 -0.67854 11.84244 -0.714
C -13.63071 -1.29995 13.16662 -0.336
N -13.51625 -0.28923 14.29755 -0.398
C -13.77208 -0.94980 15.61672 -0.586
C -15.32819 -1.20784 15.68330 -0.237
O -15.59598 -2.07555 16.79976 -0.343
C -16.98740 -2.38357 17.08475 -0.781
H -12.21730 0.79324 10.23833 0.325
H -10.72321 -0.04483 10.40983 0.263
H -10.79121 1.52579 11.20315 0.233
H -12.84256 -1.30866 11.00339 0.462
H -13.91151 -0.09602 11.34261 0.359
H -12.99574 -2.15696 13.39123 0.269
H -14.64128 -1.56116 12.85256 0.257
H -12.56389 0.04627 14.27415 0.255
H -13.62641 -0.21270 16.40637 0.336
H -13.25180 -1.90369 15.70334 0.327
H -15.68989 -1.78272 14.83078 0.244
H -15.88186 -0.31175 15.96359 0.243
H -17.31738 -1.56027 17.71829 0.302
H -17.13910 -3.31401 17.63188 0.265
H -17.71410 -2.38360 16.27233 0.315
C 6.02421 18.26132 15.95329 -0.767
O 5.55820 17.07731 15.43783 -0.367
C 6.70417 16.38972 14.94200 -0.536
C 7.23324 15.32924 15.93139 -0.798
N 6.41180 14.92501 17.07167 -0.432
C 5.16006 14.19985 16.62708 -0.600
C 5.34840 12.91677 15.71598 -0.709
O 5.72026 13.03539 14.35267 -0.234
C 5.36041 12.11030 13.28414 -0.751
H 5.37565 19.06300 16.30653 0.281
H 6.45337 18.84496 15.13886 0.293
H 6.83214 18.00401 16.63823 0.316
H 7.51217 16.98575 14.51774 0.499
H 6.20410 15.91337 14.09873 0.294
H 8.04154 15.81367 16.47917 0.437
H 7.61897 14.45685 15.40391 0.376
H 6.11603 15.71587 17.62591 0.293
H 4.42634 14.88904 16.20900 0.359
H 4.62145 13.77473 17.47400 0.392
H 4.39099 12.39818 15.76629 0.466
H 6.01837 12.21631 16.21458 0.339
H 4.27622 12.03620 13.36865 0.323
H 5.64877 11.09695 13.56353 0.309
H 5.74129 12.36429 12.29493 0.217
C 1.26698 7.57498 -0.06583 -0.775
O 2.24664 7.29572 0.81719 -0.299
C 2.71665 8.30067 1.70519 -0.689
C 1.88659 8.26797 3.04095 -0.489
N 2.31995 7.09267 3.72896 -0.340
C 1.65511 6.93806 5.06184 -0.892
C 0.23918 6.42948 5.22620 -0.381
O 0.08850 5.09384 4.76430 -0.324
C -1.27020 4.63604 4.72796 -0.764
H 1.16158 6.79772 -0.82270 0.267
H 1.48457 8.45503 -0.67103 0.324
H 0.27153 7.78320 0.32637 0.283
H 2.70940 9.25842 1.18486 0.413
H 3.76067 8.26920 2.01684 0.334
H 0.83914 8.12959 2.77301 0.256
H 2.11164 9.16871 3.61201 0.421
H 2.00908 6.36716 3.09880 0.291
H 1.64800 7.92881 5.51623 0.402
H 2.36464 6.30695 5.59698 0.359
H -0.52552 7.11112 4.85374 0.378
H 0.09942 6.44226 6.30713 0.352
H -1.78560 4.74566 5.68214 0.303
H -1.35398 3.57533 4.49138 0.265
H -1.80223 5.09666 3.89558 0.305
C 6.01245 18.09515 -1.51658 -1.449
C 5.22016 18.65699 -0.24241 0.731
C 3.76106 19.21763 -0.50420 -0.748
O 3.96854 20.40246 -1.24172 -0.296
C 3.90451 21.51671 -0.47770 -0.761
N 5.15627 17.60558 0.70092 -0.744
H 7.08894 18.00469 -1.37138 0.360
H 5.95147 18.68422 -2.43166 0.335
H 5.69310 17.05840 -1.62280 0.400
H 5.80979 19.39454 0.30208 0.195
H 3.03088 19.28150 0.30256 0.371
H 3.34302 18.48568 -1.19528 0.273
H 2.92471 21.75526 -0.06392 0.293
H 4.30044 22.27498 -1.15324 0.268
H 4.62237 21.57208 0.34066 0.318
H 5.82052 16.87707 0.48148 0.206
H 5.47185 17.82601 1.63469 0.249
C 3.56558 -0.44480 11.26142 -1.563
C 2.18656 0.04372 11.00924 0.489
C 1.28201 -0.98302 10.34579 -0.589
O 1.95019 -1.68127 9.33310 -0.324
C 1.01886 -2.13316 8.31838 -0.794
N 1.63863 0.27507 12.31979 -0.732
H 4.13763 -0.38193 10.33574 0.362
H 3.71072 -1.42942 11.70588 0.366
H 4.12928 0.22681 11.90895 0.448
H 2.18618 0.95467 10.41068 0.318
H 0.44115 -0.42188 9.93813 0.337
H 0.83778 -1.65779 11.07755 0.251
H 0.86619 -1.30424 7.62724 0.325
H 0.10093 -2.64109 8.61421 0.316
H 1.53093 -2.89846 7.73512 0.262
H 2.01761 -0.51252 12.82592 0.290
H 1.87944 1.10268 12.84629 0.235
C -3.34222 14.24445 0.49766 -1.241
C -4.05199 14.35779 -0.89259 0.638
C -3.43543 15.42517 -1.96762 -0.942
O -3.30202 16.78584 -1.57101 -0.309
C -4.53179 17.42986 -1.39322 -0.704
N -4.12622 13.09168 -1.50580 -0.746
H -3.68315 15.04232 1.15740 0.299
H -2.33322 14.63292 0.35937 0.313
H -3.42778 13.31949 1.06796 0.366
H -5.11882 14.49251 -0.71422 0.265
H -3.99964 15.35003 -2.89720 0.426
H -2.44652 15.06838 -2.25547 0.379
H -4.34745 18.48460 -1.18917 0.233
H -5.11023 17.03423 -0.55836 0.260
H -5.02363 17.31644 -2.35932 0.321
H -4.47494 12.23960 -1.09053 0.231
H -4.71529 13.20967 -2.31768 0.209
C 7.36243 2.42865 -1.31771 -1.245
C 6.11751 1.51676 -1.37746 0.123
C 5.92462 0.93396 0.07163 -0.666
O 7.00940 0.16185 0.60792 -0.323
C 6.64807 -0.17403 1.98698 -0.726
N 4.93887 2.36795 -1.71241 -0.715
H 7.59227 2.64852 -2.36027 0.410
H 8.22510 1.80677 -1.07864 0.320
H 7.12248 3.30746 -0.71919 0.337
H 6.10566 0.62188 -1.99968 0.360
H 5.03730 0.30213 0.11076 0.420
H 5.69046 1.83741 0.63472 0.297
H 7.50353 -0.79448 2.25409 0.259
H 5.80587 -0.86575 1.96883 0.324
H 6.49580 0.65514 2.67793 0.291
H 5.26543 2.79794 -2.56596 0.279
H 4.88534 3.20279 -1.14649 0.256
C 10.58606 6.34024 6.84964 -1.392
C 11.20525 7.65092 6.41383 0.594
C 12.72605 7.38064 6.01981 -0.662
O 13.51837 6.99895 7.15242 -0.340
C 14.73578 6.36426 6.69595 -0.809
N 10.42679 8.01408 5.21160 -0.642
H 9.53397 6.58634 6.99327 0.392
H 11.05005 5.86938 7.71630 0.309
H 10.66386 5.62633 6.02965 0.348
H 11.02910 8.42123 7.16463 0.227
H 13.01274 8.35732 5.62994 0.270
H 12.86876 6.71743 5.16664 0.372
H 14.59267 5.31450 6.43975 0.336
H 15.41695 6.16822 7.52402 0.298
H 15.38857 6.89003 5.99915 0.319
H 9.44634 7.80321 5.33146 0.186
H 10.67890 8.90768 4.81409 0.194
C -3.22995 2.64258 -1.94935 -1.248
C -2.89090 1.79772 -3.27304 0.340
C -2.81655 2.61524 -4.61111 -0.761
O -4.26359 2.72778 -4.71285 -0.267
C -4.78878 3.19326 -5.93453 -0.786
N -1.63512 1.09428 -3.08935 -0.624
H -3.64473 3.62542 -2.17312 0.325
H -2.44460 2.79040 -1.20808 0.398
H -4.01919 2.05461 -1.48085 0.248
H -3.63208 1.00642 -3.38527 0.387
H -2.38779 2.23600 -5.53872 0.416
H -2.45158 3.61683 -4.38370 0.266
H -5.85668 3.39022 -5.84029 0.249
H -4.54726 2.58101 -6.80339 0.286
H -4.36776 4.17053 -6.17076 0.314
H -0.85442 1.59189 -2.68561 0.221
H -1.82547 0.23480 -2.59422 0.234

***

ii:
174
Properties=species:S:1:pos:R:3:mulliken_charge:R:1 method="wB97M-V/def2-TZVPD" lumo_ha=0.0182 homo_ev=-8.63 smiles=COC[C@H](C)N.COC[C@H](C)N.COC[C@H](C)N.COC[C@H](C)N.COC[C@H](C)N.COC[C@H](C)N.COCCNCCOC.COCCNCCOC.COCCNCCOC homo_lumo_gap_ha=0.3353
C 5.22537 5.53908 7.58192 -0.715
O 4.38866 5.27140 6.47613 -0.300
C 3.79925 3.99680 6.55666 -0.260
C 2.85599 3.87650 5.37281 -0.759
N 2.07564 2.64867 5.39239 -0.084
C 1.02388 2.66611 4.39996 -0.781
C 0.12957 1.46752 4.56360 -0.228
O -0.41906 1.47068 5.86337 -0.417
C -1.15692 0.30415 6.14153 -0.721
H 5.84695 6.40347 7.34873 0.261
H 5.92755 4.72075 7.77350 0.294
H 4.59323 5.76367 8.44561 0.274
H 3.24589 3.83339 7.49431 0.326
H 4.57009 3.21858 6.47641 0.188
H 3.46735 3.91827 4.46751 0.255
H 2.19801 4.76146 5.36837 0.302
H 1.63449 2.57489 6.30371 0.231
H 1.44312 2.66519 3.39366 0.295
H 0.41918 3.58651 4.48876 0.470
H 0.69947 0.53794 4.43227 0.277
H -0.66343 1.49598 3.80167 0.310
H -1.86306 0.09087 5.32758 0.260
H -1.73746 0.50692 7.04030 0.297
H -0.53326 -0.58171 6.30134 0.289
C 1.91250 0.32484 1.71399 0.175
O 0.85464 -0.55608 1.45657 -0.423
C 0.02976 -0.20849 0.36298 0.170
C -1.42895 -0.50321 0.67664 -0.208
N -2.27706 0.10328 -0.33582 0.034
C -3.65802 -0.38736 -0.27336 -0.685
C -4.28886 -0.38142 -1.64961 -0.295
O -3.46592 -1.09004 -2.52645 0.253
C -4.04507 -1.36141 -3.77783 -1.067
H 1.61139 1.37533 1.63515 0.355
H 2.82514 0.19695 1.12092 -0.169
H 2.13071 0.13892 2.76728 -0.122
H 0.34238 -0.84315 -0.48200 -0.789
H 0.14671 0.82169 0.00220 0.457
H -1.66253 -0.22265 1.70541 0.438
H -1.53682 -1.60158 0.62117 0.206
H -1.90646 -0.18345 -1.23560 -0.711
H -4.16692 0.28447 0.42520 0.397
H -3.75482 -1.39571 0.16366 0.257
H -4.42025 0.67274 -1.94775 -0.241
H -5.31238 -0.77894 -1.58778 0.634
H -4.14507 -0.44566 -4.37572 0.206
H -5.07851 -1.72871 -3.67627 0.415
H -3.46041 -2.12683 -4.27754 0.249
C -4.85494 -6.36266 -0.31128 -0.759
O -4.91167 -5.16843 0.45336 -0.343
C -5.80925 -4.17929 0.02709 -0.265
C -6.41558 -3.53611 1.25463 -0.740
N -7.07942 -4.45032 2.15517 -0.331
C -7.43653 -3.81175 3.41570 -0.681
C -7.88500 -4.83634 4.43477 -0.511
O -6.91109 -5.82213 4.67757 -0.363
C -5.83048 -5.37019 5.48183 -0.667
H -4.77653 -6.14361 -1.37662 0.316
H -5.61740 -7.09085 -0.02865 0.284
H -3.90661 -6.80020 0.01969 0.233
H -6.57546 -4.46229 -0.70654 0.460
H -5.26480 -3.38305 -0.50751 0.076
H -7.07110 -2.70194 0.98354 0.388
H -5.54221 -3.04872 1.73720 0.353
H -6.38681 -5.15776 2.39711 0.293
H -8.26957 -3.13746 3.17235 0.406
H -6.66068 -3.13513 3.80939 0.322
H -8.77869 -5.33364 4.06924 0.345
H -8.08430 -4.24624 5.34193 0.350
H -5.07028 -6.14425 5.44325 0.242
H -6.17914 -5.20067 6.50605 0.294
H -5.40789 -4.43384 5.10842 0.282
C -1.87502 2.18067 -3.10420 -0.757
C -1.20925 2.54876 -4.41385 0.654
C -0.01552 1.64619 -4.64716 -0.819
O 0.96172 1.90368 -3.67156 -0.136
C 2.04741 1.01912 -3.73295 -0.134
N -2.15740 2.40403 -5.51075 -0.723
H -1.25271 2.44949 -2.25142 0.411
H -2.24121 1.15593 -3.11245 -0.021
H -2.74168 2.83573 -2.94864 -0.055
H -0.80150 3.56863 -4.35545 0.315
H 0.39608 1.85826 -5.64960 0.424
H -0.31612 0.58925 -4.63746 0.104
H 2.26778 0.69308 -4.75677 0.500
H 1.86478 0.12965 -3.11721 -0.065
H 2.94174 1.51847 -3.35725 -0.380
H -1.79318 2.85392 -6.34526 0.280
H -3.00826 2.92418 -5.30284 0.216
C 3.75698 2.79773 -1.30671 -1.161
C 4.73582 3.88839 -1.70100 0.606
C 4.83901 3.95160 -3.20942 -0.573
O 5.67433 5.01554 -3.59363 -0.386
C 5.69924 5.16582 -4.98890 -0.739
N 4.31017 5.15854 -1.09902 -0.724
H 3.76751 2.60630 -0.23475 0.328
H 3.92980 1.83575 -1.79870 0.368
H 2.75202 3.09628 -1.62701 0.179
H 5.69712 3.65004 -1.23731 0.132
H 3.82343 4.05858 -3.63377 0.229
H 5.17662 2.99028 -3.63087 0.453
H 6.29784 6.02801 -5.28104 0.279
H 4.69181 5.28634 -5.39933 0.308
H 6.19504 4.30243 -5.45500 0.293
H 3.30933 5.28100 -1.24899 0.265
H 4.71078 5.89294 -1.68268 0.299
C 3.09336 -3.42285 0.50874 -1.051
C 4.62276 -3.29223 0.53301 0.422
C 5.27965 -3.61350 -0.80224 -1.034
O 4.82287 -2.83451 -1.87440 -0.308
C 4.04740 -3.50419 -2.86110 -0.649
N 5.02228 -1.94139 0.95538 0.112
H 2.66083 -3.38958 1.51129 0.420
H 2.78229 -4.42011 0.16415 0.326
H 2.65563 -2.67650 -0.15489 0.089
H 4.97289 -4.03043 1.26072 0.403
H 5.34565 -4.67994 -1.03691 0.441
H 6.32085 -3.29824 -0.63738 0.398
H 3.09851 -3.91602 -2.51938 0.191
H 4.68872 -4.20538 -3.40674 0.377
H 3.82328 -2.72859 -3.59849 0.210
H 4.57546 -1.27145 0.33838 0.113
H 4.68771 -1.77726 1.89839 -0.486
C -6.23323 2.73649 -3.62667 -1.392
C -5.93112 3.87633 -4.57026 0.434
C -6.94669 5.01243 -4.31280 -0.713
O -6.57235 6.22672 -4.92728 -0.381
C -6.70920 6.23555 -6.32763 -0.685
N -4.54751 4.37120 -4.32765 -0.479
H -6.29878 3.09386 -2.59165 0.388
H -5.49578 1.93534 -3.63186 0.049
H -7.21615 2.31169 -3.85164 0.494
H -6.05722 3.54808 -5.60420 0.202
H -6.91007 5.17454 -3.23248 0.367
H -7.96612 4.73781 -4.60786 0.373
H -7.73600 6.49033 -6.62497 0.295
H -6.48455 5.27743 -6.80802 0.295
H -6.04725 6.97730 -6.77030 0.268
H -4.61665 5.36766 -4.54188 0.266
H -4.44516 4.36019 -3.31351 0.245
C 0.25240 -5.59792 -3.20185 -1.659
C 0.23048 -5.26619 -1.72976 0.715
C 0.06630 -3.75586 -1.45935 -0.707
O 0.62759 -2.91410 -2.46699 0.067
C -0.31359 -1.99414 -2.99328 0.127
N -0.73894 -6.05518 -1.01381 -0.688
H 0.55767 -6.64313 -3.29699 0.415
H 0.95545 -4.98037 -3.75541 0.335
H -0.71927 -5.53117 -3.70167 0.348
H 1.24252 -5.48310 -1.36466 0.035
H 0.53168 -3.39224 -0.53509 0.343
H -1.00563 -3.54807 -1.32097 0.374
H -1.10835 -2.50112 -3.54213 0.340
H 0.24616 -1.36023 -3.68406 -0.091
H -0.67593 -1.30844 -2.22517 -0.037
H -0.77619 -5.84162 -0.02594 0.273
H -1.67836 -6.00162 -1.38352 0.186
C 4.84182 -0.62254 4.29593 -1.332
C 6.31313 -0.49020 4.64226 0.160
C 7.18696 -0.48813 3.40008 -0.633
O 7.10166 0.74474 2.74014 -0.305
C 7.55861 0.70264 1.42048 -0.588
N 6.53984 0.66789 5.52671 -0.626
H 4.71628 -1.58253 3.77670 0.445
H 4.57894 0.13632 3.55154 0.140
H 4.13684 -0.57968 5.11958 0.508
H 6.67883 -1.36263 5.19669 0.416
H 6.88340 -1.33758 2.76829 0.265
H 8.23444 -0.68725 3.67545 0.438
H 8.65773 0.69349 1.33706 0.304
H 7.23562 1.60987 0.90500 0.145
H 7.19528 -0.15446 0.84308 0.196
H 6.67397 1.50014 4.96394 0.281
H 7.36149 0.52529 6.09752 0.259

***

ii is favored, and the nearest alternative lies 199.3 kcal/mol above it.